Record 1
C20H44NNdOP3Se | ωB97M-V/def2-TZVPD

Geometry as XYZ:
```
71
Properties=species:S:1:pos:R:3:mulliken_charge:R:1
Nd -0.08 0.01 0.60 0.53
Se 2.59 0.25 -4.28 0.13
P 0.90 -2.57 0.00 0.69
P -1.85 -0.98 2.70 0.84
P -2.32 -1.02 -0.99 0.70
O 1.59 0.37 2.06 -0.53
N 2.42 1.57 3.74 0.27
C 1.60 4.67 -5.64 -0.54
C -2.17 -2.77 3.02 -1.24
C 1.53 2.92 -3.96 0.55
C 1.46 1.35 2.89 0.21
C -3.38 -2.47 -0.59 -1.17
C 3.54 0.64 3.68 -0.83
C -3.54 -0.22 2.66 -1.08
C 1.95 -2.31 -1.50 -1.21
C 2.11 -3.01 1.31 -1.05
C -1.31 2.20 0.23 -0.62
C -1.22 -0.42 4.34 -1.21
C 2.29 3.80 -6.50 -0.59
C -0.48 1.99 -0.85 -0.83
C 1.21 4.22 -4.37 -0.48
C -1.63 -1.40 -2.67 -1.05
C -0.05 -4.10 -0.29 -1.17
C 2.21 2.04 -4.82 0.31
C 2.60 2.51 -6.10 -0.43
C -3.57 0.27 -1.39 -1.32
C 2.41 2.74 4.64 -0.88
H 1.33 -2.06 -2.37 0.24
H 1.24 2.57 -2.96 -0.30
H 1.47 3.28 4.47 0.31
H -0.66 -4.31 0.61 0.29
H -0.80 1.67 -1.84 0.49
H 2.01 0.43 -2.89 -0.14
H 2.59 4.15 -7.49 0.39
H -0.93 2.67 1.15 0.49
H -2.39 2.12 0.20 0.26
H 3.14 1.83 -6.77 0.34
H 0.67 4.88 -3.69 0.35
H -2.80 -2.92 3.91 0.48
H 3.26 3.41 4.43 0.37
H -2.48 -1.53 -3.35 0.50
H -0.73 -3.98 -1.16 0.31
H -1.00 -0.56 -3.01 0.28
H 2.47 2.43 5.69 0.36
H -1.96 -0.62 5.13 0.49
H -4.26 -0.12 -2.15 0.49
H 4.30 0.93 4.39 0.38
H 2.80 -2.17 1.49 0.28
H 3.18 -0.38 3.93 0.28
H -3.06 1.17 -1.77 0.38
H 2.64 -1.46 -1.32 0.39
H -1.02 0.66 4.31 0.34
H -3.42 0.88 2.61 0.33
H -4.10 -0.47 3.58 0.47
H -2.75 -3.34 -0.36 0.20
H -2.66 -3.24 2.15 0.28
H -4.14 0.53 -0.48 0.30
H 2.69 -3.90 1.05 0.50
H 3.96 0.61 2.66 0.31
H -4.01 -2.23 0.29 0.39
H 0.61 -4.96 -0.47 0.52
H 1.57 -3.20 2.25 0.32
H -1.20 -3.27 3.19 0.36
H -4.11 -0.56 1.78 0.21
H -4.03 -2.68 -1.45 0.50
H 1.35 5.68 -5.95 0.39
H 0.55 1.98 2.87 0.23
H -1.02 -2.32 -2.63 0.23
H 2.56 -3.19 -1.73 0.44
H 0.60 2.25 -0.79 0.64
H -0.29 -0.96 4.57 0.33
```

## Properties
multiplicity: 4
maximum force: 3.03 eV Å⁻¹
orbital gap (alpha / beta): 3.51 / 3.61 eV
charge: +3
HOMO level (alpha / beta): -14.45 / -14.45 eV


Record 2
C20H44NO14S | ωB97M-V/def2-TZVPD

Geometry as XYZ:
```
80
Properties=species:S:1:pos:R:3:mulliken_charge:R:1
S 22.62 36.56 5.54 0.73
O 27.40 38.62 4.72 -0.50
O 26.66 37.44 1.69 -0.56
O 25.48 32.36 3.31 -0.37
O 28.45 40.42 3.91 -0.21
O 25.27 36.88 11.90 -0.64
O 27.24 34.60 7.16 -0.58
O 27.87 32.31 7.09 -0.30
O 26.52 39.38 0.67 -0.42
O 23.34 36.48 6.77 -0.56
O 23.09 37.80 4.98 -0.74
O 27.07 33.93 4.06 -0.54
O 21.16 36.61 5.69 -0.77
O 26.20 35.28 10.47 -0.08
O 22.98 35.52 4.65 -0.57
N 25.88 36.34 5.24 0.45
C 25.42 36.34 10.77 0.39
C 25.98 40.58 4.09 -0.96
C 27.87 39.60 0.65 -0.38
C 28.24 41.02 0.33 -1.43
C 23.14 32.46 3.13 -1.51
C 26.76 32.74 3.59 0.86
C 24.76 36.86 9.39 -0.34
C 29.64 39.92 4.35 -0.25
C 27.39 39.75 4.19 0.57
C 26.94 33.41 7.15 1.10
C 29.20 32.45 6.74 -0.30
C 24.38 33.20 3.49 0.25
C 24.38 38.22 1.24 -1.17
C 27.91 33.72 10.83 -1.38
C 29.63 31.16 6.36 -0.93
C 25.50 32.95 7.64 -0.71
C 27.70 31.66 3.16 -1.33
C 25.95 38.31 1.16 0.85
C 26.87 34.61 11.57 -0.30
C 30.60 41.02 3.68 -1.63
H 22.99 32.18 2.15 0.51
H 23.01 31.62 3.87 0.30
H 24.33 37.77 9.69 0.43
H 26.08 41.25 4.94 0.35
H 24.07 39.33 1.33 0.26
H 24.28 33.39 4.81 -0.12
H 30.23 41.75 4.17 0.46
H 29.72 33.03 7.54 0.29
H 22.28 33.19 3.27 0.34
H 29.92 38.90 4.13 0.35
H 25.42 39.78 4.65 0.24
H 25.43 35.53 5.45 -0.23
H 27.42 35.58 12.07 0.26
H 29.26 30.86 5.34 0.10
H 31.52 40.83 4.03 0.54
H 27.72 31.55 2.09 0.46
H 29.22 41.05 0.21 0.50
H 26.90 36.17 5.13 0.34
H 24.51 34.03 2.92 0.37
H 30.88 41.04 2.68 0.37
H 24.36 37.90 0.28 0.43
H 28.07 39.13 -0.12 0.74
H 28.41 39.24 1.51 0.27
H 28.88 31.90 3.36 0.25
H 29.15 33.17 6.04 0.38
H 26.37 33.97 12.21 0.34
H 24.80 33.29 6.88 0.13
H 29.64 30.27 7.21 0.22
H 29.75 40.22 5.42 0.34
H 25.51 40.83 3.19 0.32
H 27.43 30.71 3.66 0.34
H 24.01 36.02 9.00 0.18
H 24.02 37.69 1.98 0.35
H 25.74 36.82 6.12 0.37
H 27.68 41.50 -0.50 0.36
H 25.78 36.85 8.71 -0.04
H 28.50 34.10 10.16 0.50
H 25.03 33.62 8.26 0.24
H 25.70 31.76 7.94 0.17
H 28.12 41.85 1.12 0.23
H 27.30 33.05 10.43 0.36
H 28.40 33.21 11.75 0.34
H 25.24 36.91 4.56 0.02
H 30.75 31.23 6.15 0.36
```

## Properties
maximum force: 9.36 eV Å⁻¹
orbital gap: 5.42 eV
charge: -1
HOMO level: -3.26 eV


Record 3
C20H44NO4P2 | ωB97M-V/def2-TZVPD

Geometry as XYZ:
```
71
Properties=species:S:1:pos:R:3:mulliken_charge:R:1
P -5.02 -1.54 -0.68 -0.23
P -4.37 -1.44 -2.78 1.00
O -5.89 -3.03 2.16 -0.49
O -5.76 -1.91 -3.77 -0.55
O -3.25 -2.54 -3.10 -0.57
O -3.93 0.17 -3.30 -0.50
N -3.89 -0.55 0.36 1.01
C -2.76 2.15 2.03 -0.49
C -1.13 2.30 2.04 -0.55
C 7.12 -1.89 0.22 -0.33
C 1.49 3.15 -0.83 -0.53
C -4.67 -2.70 1.67 -0.20
C -4.08 -1.13 1.77 -0.21
C 3.05 2.79 -1.16 -0.71
C 5.89 -0.77 0.36 -0.72
C 5.12 -0.51 -1.10 -0.59
C -0.57 -2.09 -1.23 -1.03
C -1.84 -2.19 -0.15 0.62
C 1.11 3.11 0.78 -0.50
C -3.44 2.07 0.54 -0.67
C 3.69 0.22 -0.79 -0.27
C 7.72 -2.22 1.73 -0.85
C 3.22 1.31 -1.92 -0.43
C -2.45 -0.68 -0.03 -0.66
C -0.52 3.42 1.01 -0.43
C -1.13 -2.74 1.26 -0.94
C -4.48 0.84 0.30 -0.64
H 0.82 2.44 -1.49 0.19
H 0.13 -1.21 -0.81 0.13
H -0.70 -1.76 1.79 0.16
H -4.90 0.97 -0.81 0.26
H 5.84 0.15 -1.76 0.31
H 7.97 -1.40 -0.46 0.26
H 7.10 -1.56 2.50 0.26
H -0.90 -1.74 -2.29 0.29
H -1.73 -0.10 0.72 -0.56
H -3.02 1.25 2.74 0.20
H 1.44 2.08 1.24 0.25
H 2.82 -0.61 -0.75 -0.06
H -4.87 -0.55 2.41 0.48
H 1.33 4.29 -1.16 0.25
H -0.98 3.42 -0.07 0.28
H 0.09 -3.06 -1.23 0.36
H -6.32 -0.92 -0.59 0.22
H 5.09 -1.27 1.07 0.29
H 3.79 2.89 -0.26 0.37
H -5.41 1.02 1.00 0.39
H 3.73 0.77 0.25 0.24
H 4.95 -1.54 -1.66 0.27
H -2.55 -3.00 -0.59 0.33
H -0.22 -3.42 0.98 0.37
H -0.84 2.68 3.14 0.37
H 8.86 -1.96 1.82 0.26
H -2.68 2.08 -0.36 0.24
H 6.71 -2.88 -0.26 0.27
H -4.81 0.65 -3.45 0.35
H 3.43 3.58 -1.97 0.35
H -3.18 3.12 2.57 0.44
H -5.45 -2.18 -4.69 0.36
H 2.21 1.03 -2.45 0.26
H 7.52 -3.35 2.03 0.24
H -2.33 -0.14 -1.09 0.28
H -3.07 -1.09 2.40 0.37
H 4.03 1.40 -2.79 0.35
H -1.93 -3.24 1.96 0.24
H -4.05 -3.58 1.20 0.23
H 6.29 0.27 0.77 0.26
H -4.07 3.08 0.42 0.45
H -0.60 4.51 1.42 0.32
H 1.74 3.98 1.28 0.25
H -0.53 1.29 1.90 0.05
```

## Properties
maximum force: 8.82 eV Å⁻¹
SMILES string: CCCCCCCCCCCCCC[N@+](CC=O)(CC(C)C)PP(=O)(O)O
orbital gap: 7.49 eV
charge: +1
HOMO level: -11.83 eV


Record 4
C20H44O15 | ωB97M-V/def2-TZVPD

Geometry as XYZ:
```
79
Properties=species:S:1:pos:R:3:mulliken_charge:R:1
O 2.64 3.52 0.06 -0.30
O 3.46 0.29 -2.51 -0.35
O 2.35 -0.63 -0.85 -0.13
O -1.14 -1.44 5.64 -0.34
O -4.37 -4.01 -3.27 -0.35
O 4.47 -0.09 -0.63 -0.52
O 3.31 -1.43 3.42 -0.41
O -2.42 -2.60 -1.26 -0.13
O 0.36 0.99 -2.94 -0.75
O -4.57 -3.29 -6.31 -0.30
O 0.61 -0.80 3.28 -0.38
O 2.92 5.92 -1.82 -0.29
O -0.03 -1.05 -3.43 -0.69
O -1.68 0.14 -2.52 -0.48
O 0.47 3.84 2.37 -0.33
C 2.74 -1.16 2.13 -0.36
C 3.49 5.75 -0.50 -0.60
C -0.72 3.67 3.13 -0.45
C -0.44 0.02 -2.92 0.71
C -3.59 -3.09 -4.11 -0.12
C -3.40 -3.65 -5.55 -0.68
C 2.26 2.67 1.10 0.08
C 4.72 -1.21 3.41 -0.90
C -4.69 -3.89 -7.62 -0.75
C 3.45 -0.18 -1.35 0.78
C -0.84 -0.87 3.30 -0.34
C 2.63 4.89 0.46 -0.52
C -1.37 -2.38 -0.37 -0.48
C -1.29 -1.02 6.96 -0.74
C 0.78 2.67 1.45 0.20
C -4.52 -3.69 -1.93 -0.61
C 1.26 -1.41 2.15 -0.03
C 3.73 6.91 -2.50 -0.80
C -3.28 -3.74 -0.93 -0.63
C -1.52 -0.50 4.64 -0.83
H 1.12 -2.47 1.96 0.47
H 3.09 -0.19 1.81 0.17
H -3.18 -4.70 -5.71 0.39
H -0.89 2.73 3.64 -0.11
H -2.67 -2.83 -3.59 0.24
H 2.85 2.89 1.99 0.44
H -4.88 -4.96 -7.52 0.29
H -1.09 -1.91 3.12 0.34
H -0.88 -1.47 -0.73 -0.05
H 4.80 6.69 -2.52 0.30
H 2.49 1.63 0.83 -0.65
H 3.50 7.13 -3.54 0.31
H -2.22 -0.45 7.06 0.31
H -1.93 -0.79 -2.57 0.31
H -1.32 0.55 4.85 0.32
H -5.15 -2.82 -1.72 0.34
H -1.64 3.75 2.54 0.37
H -4.01 -2.09 -4.15 0.28
H 0.88 -0.93 1.25 0.01
H 1.73 -0.22 -1.46 0.08
H -0.91 4.43 3.90 0.34
H -3.78 -3.85 -8.22 0.31
H -1.23 -1.83 7.68 0.25
H -1.55 -2.33 0.70 0.22
H 0.63 1.75 2.01 -0.08
H -0.62 -3.12 -0.63 0.34
H 4.40 5.23 -0.81 0.31
H 3.62 7.91 -2.07 0.31
H 3.08 -1.91 1.42 0.30
H 5.03 -1.81 4.27 0.33
H -0.47 -0.35 7.20 0.29
H -2.77 -4.62 -1.33 0.31
H -2.61 -0.52 4.52 0.39
H -1.31 -0.31 2.49 0.45
H 5.18 -1.72 2.56 0.34
H 1.60 5.21 0.61 0.33
H 5.25 -0.28 3.61 0.30
H -2.53 -3.11 -5.93 0.35
H 3.06 5.01 1.45 0.39
H 3.61 6.73 -0.04 0.38
H -5.14 -4.53 -1.63 0.38
H -5.47 -3.32 -8.13 0.24
H 0.15 2.57 0.57 0.45
H -3.59 -3.94 0.09 0.42
```

## Properties
multiplicity: 2
maximum force: 6.29 eV Å⁻¹
orbital gap (alpha / beta): 6.90 / 4.18 eV
charge: -1
HOMO level (alpha / beta): -4.50 / -4.34 eV


Record 5
C20H45BBrCaCl6FI2LiN6O15PS2 | ωB97M-V/def2-TZVPD

Geometry as XYZ:
```
102
Properties=species:S:1:pos:R:3:mulliken_charge:R:1
I -1.17 3.18 -2.75 0.09
I -6.43 -2.94 -2.39 0.09
Br 6.11 -4.86 -1.69 -0.13
Ca 0.34 5.71 -2.45 0.64
Cl -1.04 3.00 0.73 -0.06
Cl -1.79 9.89 1.04 -0.18
Cl 1.63 1.81 0.64 0.11
Cl 4.21 -3.15 -1.35 -0.19
Cl 1.32 4.64 1.19 -0.04
Cl 0.96 8.86 -0.69 -0.13
S -0.51 -2.87 0.20 1.31
S 5.58 2.98 -0.55 1.06
P -3.99 1.94 -1.41 0.36
F -1.81 -3.65 0.92 -0.17
O 6.93 6.83 0.90 -0.22
O 6.58 3.83 -1.23 -0.69
O 7.79 8.15 2.53 -0.58
O 5.03 1.99 -1.52 -0.65
O 2.21 -1.57 -2.62 -0.32
O 8.78 7.90 0.50 -0.35
O 0.58 -2.81 1.24 -0.55
O -4.52 -7.34 0.49 -0.38
O -2.55 -11.40 0.04 -0.42
O -7.25 0.44 -0.99 -0.45
O 6.21 2.26 0.57 -0.77
O 4.47 3.82 -0.04 -0.69
O 2.74 -0.77 -0.29 -0.25
O -4.16 2.36 0.27 -0.46
O 0.00 -3.82 -0.87 -0.59
N -2.01 -0.54 -0.51 0.80
N -0.17 0.60 -1.67 0.08
N -2.29 1.63 -1.64 -0.41
N -4.42 3.43 -2.25 -0.62
N -0.85 -1.32 -0.47 -0.05
N -2.01 -8.65 1.44 -0.38
C 0.61 3.03 1.40 -0.35
C -3.28 -6.66 0.72 -0.67
C 0.25 -0.67 -1.12 -0.24
C 5.91 6.43 1.81 -0.59
C -3.90 -2.11 -0.81 -0.18
C 7.83 7.68 1.42 0.72
C -1.56 0.59 -1.27 -0.71
C -5.26 -7.55 1.68 -0.73
C -1.40 -10.58 -0.13 -0.48
C -4.81 -1.50 -1.97 -0.43
C -3.78 -10.77 -0.28 -0.53
C -7.83 -0.22 0.13 -0.59
C 9.84 8.76 0.90 -0.17
C -2.11 -7.60 0.43 -0.18
C -0.19 10.67 1.00 -0.42
C -3.24 -1.00 0.14 -1.08
C 0.48 10.54 -0.35 -0.49
C -1.06 -9.71 1.09 -0.70
C 10.80 8.05 1.84 -1.11
C 4.07 -0.49 -0.86 -0.60
B 1.81 -1.01 -1.35 0.42
Li -2.70 -0.66 -3.64 0.98
H -3.31 2.12 0.72 0.31
H -3.01 -2.66 -1.31 0.18
H -0.35 11.73 1.23 0.30
H -3.22 -6.24 1.73 0.46
H -3.67 -10.02 -1.07 0.27
H -6.24 -7.95 1.41 0.26
H 9.44 9.68 1.35 0.30
H -5.42 3.63 -2.09 0.29
H -4.03 -0.23 0.38 0.59
H -3.92 4.24 -1.83 0.27
H -2.93 -9.07 1.57 0.10
H -4.25 -1.39 -2.95 -0.22
H -7.92 -1.29 -0.10 0.19
H -1.18 -7.02 0.42 0.45
H 2.39 -0.78 -3.18 0.32
H -4.21 -10.31 0.61 0.17
H 5.18 5.84 1.26 0.13
H -4.77 -8.29 2.32 0.33
H -8.82 0.19 0.32 0.31
H 0.41 10.24 1.80 0.33
H -5.41 -6.62 2.23 0.32
H -7.18 1.37 -0.76 0.27
H 4.66 -1.51 -1.00 0.35
H -0.56 -11.27 -0.27 0.36
H -7.20 -0.09 1.01 0.26
H -2.26 -8.02 -0.57 0.15
H -4.42 -2.90 -0.17 0.56
H -0.17 10.88 -1.16 0.32
H 4.69 0.16 -0.14 0.22
H -2.94 -1.43 1.17 0.34
H -0.07 -9.27 0.96 0.40
H 6.34 5.80 2.59 0.30
H 11.17 7.13 1.39 0.30
H -1.00 -10.37 1.97 0.36
H 4.01 0.10 -1.84 0.39
H -5.32 -0.55 -1.62 0.28
H 10.31 7.78 2.78 0.31
H -1.46 -10.00 -1.06 0.34
H 11.65 8.70 2.08 0.35
H 0.55 2.82 2.46 0.35
H -3.25 -5.83 0.01 0.19
H -4.47 -11.54 -0.62 0.30
H 1.39 11.14 -0.37 0.32
H 5.41 7.30 2.25 0.32
H 10.37 9.05 -0.01 0.28
```

## Properties
maximum force: 9.60 eV Å⁻¹
orbital gap: 1.54 eV
HOMO level: -4.62 eV


Record 6
C20H45BN2O4PS | ωB97M-V/def2-TZVPD

Geometry as XYZ:
```
74
Properties=species:S:1:pos:R:3:mulliken_charge:R:1
S 2.73 -0.10 -1.58 -0.16
P 4.43 -0.76 -0.35 0.32
O 2.83 4.50 2.66 -0.63
O -2.49 -1.92 -5.00 -0.64
O 0.55 -1.94 -1.68 -0.21
O 0.99 -0.92 0.42 -0.27
N -2.78 -2.50 -3.89 0.87
N 2.46 3.87 3.71 0.51
C -2.61 -4.70 -2.69 -1.48
C 3.05 1.93 2.37 -1.99
C -3.78 -1.74 -3.07 1.69
C 1.59 4.68 4.63 1.68
C 2.06 6.13 4.56 -1.84
C 1.71 4.22 6.09 -1.75
C 0.65 2.38 2.98 -1.17
C -3.63 -2.03 -1.57 -1.65
C -4.35 -4.29 -4.48 -1.30
C 2.11 2.44 3.46 1.99
C -2.92 -3.99 -4.01 1.43
C 5.64 0.51 -0.90 -1.11
C -1.91 -4.47 -5.05 -1.76
C 0.15 4.57 4.12 -1.26
C -5.19 -2.10 -3.56 -1.35
C 5.02 -2.26 -1.21 -1.09
C -5.43 -3.61 -3.64 -0.44
C -3.53 -0.25 -3.27 -1.78
C 2.32 1.56 4.69 -1.79
C -0.31 3.13 3.90 -0.74
B 1.22 -1.10 -0.88 0.46
H 2.84 0.87 2.20 0.33
H 0.48 -1.64 -2.60 0.26
H -0.51 5.07 4.85 0.38
H -3.67 0.05 -4.31 0.39
H 0.36 1.33 2.89 0.31
H 2.87 -0.61 -2.82 0.20
H 3.31 1.72 5.12 0.39
H -2.51 0.02 -2.98 0.32
H 3.11 6.21 4.85 0.44
H 2.25 0.51 4.39 0.43
H 4.09 2.03 2.67 0.46
H 1.12 -0.05 0.81 0.26
H -5.33 -1.66 -4.55 0.39
H 0.60 2.83 1.98 0.41
H 1.05 3.39 6.34 0.31
H 6.27 0.72 -0.04 0.35
H -0.41 2.60 4.85 0.35
H -4.49 -5.38 -4.48 0.39
H -5.47 -4.05 -2.64 0.29
H 1.44 5.05 6.74 0.49
H 2.91 2.47 1.43 0.47
H -4.03 -1.19 -0.99 0.50
H 6.25 0.17 -1.73 0.42
H 1.58 1.71 5.47 0.33
H -2.11 -4.07 -6.03 0.39
H 1.46 6.72 5.25 0.45
H -3.37 -4.57 -1.93 0.29
H -5.92 -1.63 -2.89 0.36
H -0.90 -4.19 -4.76 0.34
H -4.16 -2.92 -1.23 0.29
H -1.66 -4.36 -2.29 0.17
H 2.73 3.93 6.33 0.33
H -2.57 -2.14 -1.31 0.19
H -4.22 0.31 -2.65 0.46
H 0.07 5.12 3.18 0.39
H -2.53 -5.77 -2.89 0.48
H 4.57 -3.14 -0.76 0.37
H 1.95 6.55 3.56 0.38
H -1.97 -5.56 -5.10 0.44
H -1.30 3.14 3.45 0.40
H -4.45 -3.97 -5.52 0.37
H 4.85 -2.25 -2.28 0.35
H -6.40 -3.79 -4.09 0.40
H 5.15 1.44 -1.16 0.38
H 6.10 -2.28 -1.04 0.41
```

## Properties
multiplicity: 3
maximum force: 0.66 eV Å⁻¹
orbital gap (alpha / beta): 6.25 / 7.44 eV
charge: +1
HOMO level (alpha / beta): -10.06 / -11.25 eV